1.
DFT (ωB97M-V with the def2-TZVPD basis set) results for a molecular structure, C37H45N5O4PRuS2.

Results
- max |F| (hartree/bohr) = 0.003
- energy relative to the best compared isomer or geometry (same formula, charge and spin) (kcal per mole) = 24.0
- HOMO-LUMO gap (alpha / beta) (eV) = 6.407 / 6.314
- LUMO energy (alpha / beta) (eV) = 0.07 / -0.07

Geometry as ORCA input:
```
! wB97M-V def2-TZVPD RIJCOSX def2/J DEFGRID3
* xyz 0 2
C -4.360 1.632 -2.788
H -4.688 2.131 -3.703
H 5.518 1.333 2.439
H 1.857 2.369 1.395
H -4.156 1.374 2.092
H 3.045 1.930 -2.388
H 1.250 2.051 -4.853
C 0.023 -3.402 1.100
H -4.251 -0.126 1.359
H -1.385 1.702 -2.090
H -6.149 0.440 -2.628
H 3.435 1.186 -3.945
C 1.272 -0.537 -4.497
C 0.606 3.020 -3.071
C -1.406 -0.735 3.724
H 4.356 -0.129 0.855
H 5.670 -3.840 -2.086
C -5.637 1.213 -2.055
S -1.773 -0.571 1.050
H -1.156 -5.178 1.266
C 1.713 2.335 0.311
H 0.822 0.071 3.282
N -5.056 2.716 0.331
C -1.264 -0.282 5.023
H -3.178 -0.384 -1.201
C 1.381 1.911 -3.773
C -1.783 1.533 2.902
H 1.992 1.510 4.869
C -1.603 1.964 4.230
C 2.521 1.144 3.998
H 0.482 -1.237 -4.770
C -1.345 1.086 5.266
H -6.333 2.054 -1.997
H 2.024 -2.160 3.543
C -2.549 -0.029 -2.018
H 1.161 -4.142 4.715
O 0.479 1.784 -0.033
H -3.959 -0.347 -3.588
C -3.409 0.493 -3.161
C 4.883 -3.318 -1.558
H -0.279 0.555 -3.490
H 2.558 1.783 -0.125
H 3.592 -2.924 1.529
N 1.270 -0.066 -2.198
H -1.689 3.025 4.427
C 0.927 -2.550 1.734
H 4.354 2.162 4.458
C 2.511 -0.161 1.967
C -5.061 1.386 0.349
H -1.221 1.469 6.273
N -5.444 0.670 -0.713
H 4.117 -2.409 -3.326
O 2.283 -1.267 -3.781
C -0.453 -4.522 1.762
C 2.981 -1.817 -1.604
H 5.397 -4.115 0.372
C -1.629 0.147 2.659
H -1.083 -0.982 5.829
H 1.731 -0.110 -5.387
H -3.827 2.390 -2.205
C 4.492 1.045 2.633
C 4.011 -2.508 -2.257
S -2.184 2.733 1.680
H -2.744 0.838 -3.961
H -0.320 -3.175 0.097
C 0.846 -3.941 3.699
O -0.789 -1.609 -1.587
Ru -0.028 -0.014 -0.458
C 2.839 -1.951 -0.221
N -4.715 0.769 1.482
C 2.110 -0.994 -2.478
C 1.335 -2.824 3.034
H 1.062 3.990 -3.275
C 3.833 0.211 1.739
C -1.731 -1.285 -2.413
C 3.716 -2.795 0.462
H -5.258 3.204 -0.522
P 1.532 -1.129 0.766
C -0.047 -4.790 3.064
H 1.755 3.366 -0.059
C 4.732 -3.469 -0.188
H -2.065 1.463 -0.603
H 0.580 2.868 -1.991
C 1.858 0.323 3.101
C 0.809 0.509 -3.488
H -4.356 3.126 0.973
H -1.319 -1.792 3.501
H -5.480 -0.328 -0.589
N -1.669 0.991 -1.427
H -0.423 3.070 -3.443
H -0.431 -5.659 3.584
C 3.839 1.510 3.764
C 2.873 1.990 -3.464
O -2.032 -1.911 -3.417
H 3.281 2.938 -3.816
*
```

=====

2.
DFT (ωB97M-V with the def2-TZVPD basis set) results for 2 unconnected molecules or ions with the total composition C3BrN3P.

Results
- max |F| (hartree/bohr) = 0.108
- HOMO-LUMO gap (alpha / beta) (eV) = 11.538 / 4.189
- LUMO energy (alpha / beta) (eV) = -5.69 / -11.54

Geometry as ORCA input:
```
! wB97M-V def2-TZVPD RIJCOSX def2/J DEFGRID3
* xyz 1 3
C -0.512 -1.064 0.941
C -0.058 1.335 -0.489
Br -3.403 0.578 -0.745
P 0.116 -0.490 -0.674
N 3.013 -0.612 -0.350
C 1.882 -0.681 -0.437
N -0.827 -1.487 1.933
N -0.212 2.422 -0.180
*
```

=====

3.
DFT (ωB97M-V with the def2-TZVPD basis set) results for 2 unconnected molecules or ions with the total composition C6H12O.

Results
- max |F| (hartree/bohr) = 0.047
- energy relative to the best compared isomer or geometry (same formula, charge and spin) (kcal per mole) = 52.6
- HOMO-LUMO gap (eV) = 10.368
- SMILES = C=CC(C)C.C=O
- LUMO energy (eV) = 0.63

Geometry as ORCA input:
```
! wB97M-V def2-TZVPD RIJCOSX def2/J DEFGRID3
* xyz 0 1
H 0.882 -1.953 -0.447
H -3.027 1.201 -1.568
H 2.147 -1.273 -1.480
H -1.079 0.396 -0.548
C 2.161 0.122 0.882
H -1.894 0.533 1.486
H 2.157 1.041 1.465
C -0.258 0.431 0.267
C -0.760 0.486 1.473
O -3.413 0.534 0.307
H 0.445 -1.046 -1.898
H 1.392 1.023 -0.906
H 1.951 -0.715 1.546
H -2.935 -0.627 -1.280
C 1.152 -1.103 -1.072
C -3.013 0.378 -0.836
H 3.159 -0.017 0.466
C 1.128 0.188 -0.243
H -0.196 0.402 2.386
*
```

=====

4.
DFT (ωB97M-V with the def2-TZVPD basis set) results for 3 unconnected molecules or ions with the total composition C3H10N2O.

Results
- max |F| (hartree/bohr) = 0.020
- energy relative to the best compared isomer or geometry (same formula, charge and spin) (kcal per mole) = 144.9
- HOMO-LUMO gap (alpha / beta) (eV) = 7.708 / 7.710
- LUMO energy (alpha / beta) (eV) = 0.26 / 0.26

Geometry as ORCA input:
```
! wB97M-V def2-TZVPD RIJCOSX def2/J DEFGRID3
* xyz 0 1
H -1.832 0.115 1.348
H -0.490 1.040 -1.337
H 2.686 -0.790 0.256
H -1.069 -1.649 -0.179
O -2.362 -0.890 -0.169
C 1.906 -0.048 0.061
H 0.275 -0.517 1.490
C 0.582 -0.611 0.457
N 0.037 -1.605 -0.223
H -1.469 2.145 -0.366
H 2.144 0.849 0.629
H 0.186 1.835 0.152
C -0.685 1.400 -0.329
H 1.932 0.197 -1.004
H 0.375 -1.724 -1.173
N -2.215 0.253 0.387
*
```

=====

Which of these has the highest max |F|?
C3BrN3P